Arrangement A

Here is one molecule with the formula CH4N2S2 from OMol25. Energies are from ωB97M-V/def2-TZVPD.

Each line ends with the Mulliken charge.
CARTESIAN COORDINATES (ANGSTROEM)
S -1.927 -0.073 -0.007  -0.1152
S 1.083 -1.266 -0.012  -0.3866
N 1.592 1.370 -0.001  -0.4526
N -0.561 0.842 -0.151  -0.2750
C 0.732 0.302 -0.060  0.4219
H -0.558 1.746 0.262  0.2411
H 1.333 2.243 0.412  0.2030
H -1.483 -0.988 0.851  0.1125
H 2.600 1.122 0.198  0.2509

Summary:
* multiplicity: 1
* SMILES: NC(=S)NS

Arrangement B

Here is a 2-piece molecular cluster, CH4N2S2 overall from OMol25. Energies are from ωB97M-V/def2-TZVPD.

Each line ends with the Mulliken charge.
CARTESIAN COORDINATES (ANGSTROEM)
S -1.524 -1.170 0.322  -0.1438
S 1.377 -1.098 -0.329  -0.1497
N -1.446 0.589 -0.428  -0.2516
N 1.111 0.517 0.682  -0.4487
C -0.280 1.051 -0.082  0.0732
H 2.101 -1.920 0.767  0.1842
H 1.960 1.133 0.271  0.3239
H -0.253 2.192 -0.212  0.2722
H -3.046 -1.295 -0.991  0.1403

Summary:
* multiplicity: 1

Which structure is most stable, and how do the rest compare? From most to least stable: arrangement A, arrangement B.

Arrangement A

Here is one molecule with the formula C2H5N3S from OMol25. Energies are from ωB97M-V/def2-TZVPD.

Each line ends with the Mulliken charge.
CARTESIAN COORDINATES (ANGSTROEM)
S 2.164 -0.842 -0.616  -0.1173
N 0.575 -0.476 -0.378  -0.3986
N -2.063 0.196 -0.540  -0.4412
N -1.773 1.338 1.519  -0.6466
C -1.338 0.643 0.552  0.1182
C 0.137 0.387 0.421  0.1188
H -3.022 -0.009 -0.436  0.2352
H -1.566 -0.482 -1.147  0.2666
H 0.786 0.861 1.123  0.4826
H 1.920 -2.069 -1.126  0.1526
H -2.713 1.577 1.398  0.2297

Summary:
* multiplicity: 1
* SMILES: [H]/N=C(N)/C=N/S

Arrangement B

Here is one molecule with the formula C2H5N3S from OMol25. Energies are from ωB97M-V/def2-TZVPD.

Each line ends with the Mulliken charge.
CARTESIAN COORDINATES (ANGSTROEM)
S 1.622 -0.508 -2.326  -0.3938
N 0.204 0.763 -0.501  -0.1787
N 0.183 -1.542 -0.296  -0.3292
N -0.914 0.201 1.492  -0.6579
C 0.632 -0.467 -0.971  0.1461
C -0.494 1.031 0.631  0.0633
H -0.635 2.105 0.758  0.3515
H -0.365 -1.392 0.549  0.3091
H 0.678 -2.440 -0.406  0.2295
H 0.557 1.526 -1.024  0.1969
H -1.470 0.722 2.093  0.2631

Summary:
* multiplicity: 1
* SMILES: [H]/N=C/NC(N)=S

Which structure is most stable, and how do the rest compare? From most to least stable: arrangement B, arrangement A.

Arrangement A

Here is one molecule with the formula C2H3NOS from OMol25. Energies are from ωB97M-V/def2-TZVPD.

Each line ends with the Mulliken charge.
CARTESIAN COORDINATES (ANGSTROEM)
S 1.671 -1.582 1.290  0.4025
O 2.782 -2.277 0.747  -0.4802
N -1.177 0.724 0.072  -0.5567
C 0.995 -0.640 0.124  -0.1226
C -0.244 -0.019 0.605  -0.0268
H -0.979 0.686 -0.941  0.2339
H -0.300 -0.076 1.730  0.2699
H 1.556 -0.503 -0.887  0.2801

Summary:
* multiplicity: 1

Arrangement B

Here is one molecule with the formula C2H3NOS from OMol25. Energies are from ωB97M-V/def2-TZVPD.

Each line ends with the Mulliken charge.
CARTESIAN COORDINATES (ANGSTROEM)
S 2.411 -0.299 -0.115  -0.0947
O -2.574 -0.394 -0.251  -0.4761
N 0.875 0.143 -0.248  -0.2848
C -1.480 0.184 -0.021  0.0172
C -0.201 -0.394 0.272  0.0741
H -1.437 1.194 0.241  0.3282
H 2.564 1.081 0.027  0.1984
H -0.159 -1.516 0.094  0.2378

Summary:
* multiplicity: 1
* SMILES: O=C/C=N/S

Which structure is most stable, and how do the rest compare? From most to least stable: arrangement A, arrangement B.

Arrangement A

Here is one molecule with the formula C2H3NOS from OMol25. Energies are from ωB97M-V/def2-TZVPD.

Each line ends with the Mulliken charge.
CARTESIAN COORDINATES (ANGSTROEM)
S 2.416 -0.231 -0.009  0.2514
O 2.131 1.246 -0.090  -0.5373
N -0.006 -0.559 -0.357  -0.4009
C 1.105 -1.168 0.033  -0.0080
C -0.393 0.636 -0.138  -0.1701
H 1.259 -2.257 0.040  0.3319
H -1.132 0.941 -0.897  0.2714
H -0.264 1.002 0.889  0.2615

Summary:
* multiplicity: 1

Arrangement B

Here is one molecule with the formula C2H3NOS from OMol25. Energies are from ωB97M-V/def2-TZVPD.

Each line ends with the Mulliken charge.
CARTESIAN COORDINATES (ANGSTROEM)
S -2.353 -0.106 -0.290  -0.1648
O 1.276 -1.070 -0.455  -0.5240
N 0.582 1.093 -0.106  -0.4043
C 0.450 -0.267 -0.112  0.5655
C -0.852 -0.804 0.240  -0.3203
H -0.810 -1.804 0.688  0.3115
H -0.044 1.839 -0.150  0.2182
H 1.750 1.119 0.186  0.3182

Summary:
* multiplicity: 1
* SMILES: NC(=O)C=S

Arrangement C

Here is one molecule with the formula C2H3NOS from OMol25. Energies are from ωB97M-V/def2-TZVPD.

Each line ends with the Mulliken charge.
CARTESIAN COORDINATES (ANGSTROEM)
S 0.104 2.112 0.537  -0.3108
O -1.193 -1.070 -0.740  -0.4636
N 1.187 -0.350 0.011  -0.3501
C 0.189 0.479 0.252  0.2334
C -1.230 -0.132 0.006  0.0465
H -2.196 0.268 0.382  0.3753
H 0.984 -1.218 -0.448  0.2386
H 2.155 -0.088 0.000  0.2306

Summary:
* multiplicity: 1
* SMILES: NC(=S)C=O

Which structure is most stable, and how do the rest compare? From most to least stable: arrangement C, arrangement B, arrangement A.